Density functional theory data (wB97M-V/def2-TZVPD) for a molecular structure, C23H25F5N4NiO4S3.

Structure (XYZ):
```
65
Properties=species:S:1:pos:R:3:forces:R:3
Ni -0.414317 -0.235084 -0.064465 -0.2 0.3 0.5
C -4.109578 3.211942 5.141088 0.1 -0.1 0.0
C -3.345535 1.999299 4.664263 0.0 0.0 0.0
C -2.129707 1.653995 5.248181 0.0 0.0 0.0
C -1.408099 0.554216 4.799882 -0.1 0.1 0.0
C -1.896337 -0.212034 3.746959 -0.1 0.1 0.0
C -3.118224 0.107413 3.168140 0.0 0.0 0.0
C -3.834705 1.203073 3.631592 0.1 0.0 0.0
S -0.901252 -1.522866 3.049098 0.0 0.2 0.1
O -0.126182 -1.999666 4.183844 0.1 -0.1 0.0
O -1.848208 -2.436082 2.459641 0.0 -0.1 -0.1
N -0.022529 -0.831423 1.953226 0.4 0.2 0.3
C 1.083071 -0.047037 2.537286 -0.4 -0.1 -0.3
C 1.998768 0.508496 1.467580 0.0 0.1 -0.3
O 3.100341 0.966073 1.780869 -0.2 -0.1 -0.2
O 1.510159 0.493931 0.270863 0.2 -0.1 0.5
H -3.478795 4.105610 5.118074 0.0 -0.1 0.0
H -4.463517 3.081621 6.167865 0.0 0.0 0.0
H -4.976516 3.398041 4.505181 0.0 0.0 0.0
H -1.736388 2.259409 6.063069 0.0 0.0 -0.1
H -0.468111 0.276882 5.263967 -0.1 0.0 -0.1
H -3.492024 -0.503086 2.350026 0.1 0.1 0.1
H -4.778270 1.460275 3.162738 0.0 0.0 0.0
H 1.687269 -0.629447 3.224776 0.1 -0.1 0.1
H 0.729524 0.835986 3.094018 -0.1 0.0 0.0
F -4.837131 -6.103873 1.641156 -0.2 -0.2 0.1
C -4.023154 -5.231950 1.024976 0.1 0.1 0.0
C -4.363478 -3.902380 0.922700 0.0 0.1 -0.1
F -5.524255 -3.481941 1.450521 -0.2 0.1 0.1
C -3.524117 -3.016950 0.282187 0.0 0.1 0.0
F -3.924679 -1.743419 0.219303 -0.1 0.1 0.0
C -2.301048 -3.384869 -0.272839 0.1 -0.1 0.1
S -1.267047 -2.274586 -1.113493 0.0 -0.1 -0.4
C -1.999333 -4.741927 -0.147489 -0.1 0.2 0.1
F -0.857772 -5.226194 -0.642574 0.3 -0.1 -0.2
C -2.829696 -5.647446 0.481782 0.0 0.1 0.0
F -2.485393 -6.943568 0.572164 0.1 -0.3 0.0
C -2.441987 -1.109685 -5.312833 0.1 0.0 0.0
C -1.008407 -0.710566 -5.670884 -0.1 0.0 0.2
C -0.258893 -0.229959 -4.464791 0.3 0.1 0.1
N -0.762489 -0.123627 -3.299035 0.1 0.1 0.4
N 0.117411 0.278220 -2.312346 0.1 -0.1 -0.5
C 1.314398 0.537623 -2.782297 -0.1 0.0 -0.1
N 2.345816 1.043584 -2.067768 -0.2 -0.2 -0.5
S 1.443714 0.213519 -4.504585 -0.1 0.1 0.0
H -2.930536 -1.589450 -6.165540 0.0 0.0 0.0
H -3.023000 -0.233861 -5.018163 0.0 -0.1 0.0
H -2.441432 -1.792332 -4.459734 0.0 0.1 -0.1
H -1.001878 0.071252 -6.435642 0.0 0.0 0.0
H -0.473431 -1.564093 -6.094385 0.0 0.0 0.0
H 2.246020 0.891796 -1.033873 -0.1 0.1 0.2
H 3.259009 0.933536 -2.466198 0.1 0.0 -0.1
C -2.698380 3.450760 1.110850 0.0 0.1 0.1
C -1.492690 2.502283 1.020557 0.0 0.1 0.0
C -0.281670 3.298882 0.528441 0.0 0.0 0.0
C -1.786460 1.289951 0.142426 0.3 -0.3 -0.1
H -2.507645 4.297700 1.791076 0.0 -0.1 -0.1
H -3.586814 2.917310 1.466006 0.1 0.1 -0.1
H -2.921048 3.857189 0.114538 0.0 0.0 0.1
H -1.286742 2.152235 2.043530 0.1 0.0 0.0
H -0.463036 3.641398 -0.501907 0.0 0.0 0.1
H 0.619167 2.684247 0.516994 -0.1 0.0 0.0
H -0.096560 4.183952 1.154712 0.0 -0.1 -0.1
H -2.064598 1.634918 -0.867533 0.0 0.0 0.0
H -2.654672 0.759784 0.549428 -0.1 0.0 -0.1
```
Positions in Å, forces in eV/Å.

Values from the calculation:
E_HOMO (alpha / beta), eV: -1.2375 / -1.7696
Strongest force on any atom, Eh/bohr: 0.011
Net charge: -2
Spin multiplicity: 3